# 1
The following is a DFT calculation (ωB97M-V/def2-TZVPD) of a cluster of 2 separate species, C3H7O3 in total at a distorted geometry.

The geometry in XYZ format:
```
13
Properties=species:S:1:pos:R:3:nbo_charge:R:1
O -0.93 1.48 -1.29 -0.766
C -2.00 1.08 -0.86 0.623
O -2.31 -0.08 -0.48 -0.819
H -2.82 1.83 -0.67 -0.010
H -0.81 0.02 1.33 0.497
C 0.52 -0.97 0.49 -0.087
O 0.01 -0.37 1.67 -0.751
C 1.75 -0.18 -0.01 -0.639
H 0.75 -2.03 0.52 0.126
H -0.21 -0.85 -0.31 0.225
H 1.32 0.77 -0.31 0.241
H 2.50 -0.07 0.79 0.178
H 2.25 -0.64 -0.87 0.183
```

Relative energy (zero: lowest compared OMol25 entry of this formula, charge and spin): 0.949 eV
Energy: -344.275345 Ha
Net charge: -1
Gap between HOMO and LUMO: 8.65 eV

=====

# 2
The following is a DFT calculation (ωB97M-V/def2-TZVPD) of a cluster of 2 separate species, C3H7O3PS in total at a distorted geometry.

The geometry in XYZ format:
```
15
Properties=species:S:1:pos:R:3:nbo_charge:R:1
C -0.69 -0.10 1.47 -0.566
C 0.03 -1.25 0.85 -0.505
C -0.31 -1.12 -0.62 -0.469
O 1.27 2.42 0.09 -1.205
O 1.17 1.26 -2.28 -1.037
O -0.83 2.77 -1.23 -1.186
P 0.24 1.80 -0.89 1.972
S 0.46 -2.10 -1.82 -0.572
H -1.72 -0.23 1.46 0.184
H -0.39 0.85 1.16 0.240
H -0.48 0.00 2.70 0.115
H 1.24 -1.26 0.80 0.211
H -0.23 -2.32 1.25 0.167
H -1.40 -1.20 -0.99 0.169
H 1.64 0.49 -1.96 0.483
```

Relative energy (zero: lowest compared OMol25 entry of this formula, charge and spin): 3.203 eV
Energy: -1083.722702 Ha
Net charge: -2
Gap between HOMO and LUMO (spin up / spin down): 4.98 / 4.76 eV

=====

# 3
The following is a DFT calculation (ωB97M-V/def2-TZVPD) of a cluster of 3 separate species, C3H7O4S2 in total at a distorted geometry.

The geometry in XYZ format:
```
16
Properties=species:S:1:pos:R:3:nbo_charge:R:1
C -1.04 -0.53 -0.10 -0.348
C 3.20 -0.20 -0.76 -0.907
C -2.31 -0.26 -0.32 -0.448
O 3.66 1.09 -3.06 -1.065
O 1.43 1.05 -1.96 -1.094
O -2.71 0.25 4.29 -0.822
O -5.01 0.38 3.34 -0.835
S 2.56 0.29 -2.51 1.470
S -3.58 0.18 3.15 1.659
H -0.53 -1.48 0.29 0.176
H 3.73 -1.21 -0.61 0.178
H 4.00 0.59 -0.74 0.217
H 2.32 -0.02 -0.19 0.207
H -2.55 0.71 -0.64 0.197
H -0.15 0.03 -0.36 0.242
H -3.03 -0.87 0.16 0.172
```

Relative energy (zero: lowest compared OMol25 entry of this formula, charge and spin): 3.470 eV
Energy: -1215.800868 Ha
Net charge: -1
Gap between HOMO and LUMO: 3.57 eV

=====

# 4
The following is a DFT calculation (ωB97M-V/def2-TZVPD) of a cluster of 2 separate species, C3H7OS in total at a distorted geometry.

The geometry in XYZ format:
```
12
Properties=species:S:1:pos:R:3:nbo_charge:R:1
C 2.04 0.48 -1.09 -0.749
S 1.52 1.35 0.39 -0.710
H 3.03 0.87 -1.36 0.177
H 2.05 -0.61 -0.99 0.175
H 1.44 0.69 -1.99 0.167
O -0.95 -1.82 -0.28 -0.596
C -0.78 -0.93 0.53 0.441
C -1.89 0.04 0.86 -0.722
H 0.15 -0.83 1.11 0.157
H -1.57 0.91 1.43 0.236
H -2.63 -0.53 1.43 0.203
H -2.41 0.39 -0.03 0.221
```

Relative energy (zero: lowest compared OMol25 entry of this formula, charge and spin): 0.769 eV
Energy: -591.940017 Ha
Net charge: -1
Gap between HOMO and LUMO: 6.45 eV